## one
C4H4O4 | ωB97M-V/def2-TZVPD

Computed properties:
HOMO-LUMO gap ... 10.37 eV
Charge ... 0
SMILES ... O=C1C[C@H](C(=O)O)O1
Multiplicity ... 1
M ... 116.1 g/mol

Each line ends with the Löwdin charge.
CARTESIAN COORDINATES (ANGSTROEM)
1 O -1.40424 -0.28142 -2.27663  0.11
2 C -0.77189 0.13385 -1.25990  -0.20
3 C 0.65564 -0.02275 -0.77335  -0.03
4 C 0.37259 0.77320 0.49464  -0.21
5 C 0.14030 -0.33857 1.45859  -0.43
6 O 1.08159 -0.94885 1.95207  0.10
7 O -0.95366 -1.20381 1.34079  0.11
8 O -0.90065 1.31808 -0.06901  -0.05
9 H 0.93635 -1.01621 -0.62871  0.12
10 H 1.04385 0.70600 -1.65719  0.21
11 H 1.10589 1.61059 0.84728  0.20
12 H -1.30576 -0.73012 0.57142  0.07



## two
C4H4O4 | ωB97M-V/def2-TZVPD

Computed properties:
HOMO-LUMO gap (alpha / beta) ... 8.48 / 8.48 eV
Charge ... 0
Multiplicity ... 1
M ... 116.1 g/mol

Each line ends with the Löwdin charge.
CARTESIAN COORDINATES (ANGSTROEM)
1 C 1.47699 0.48828 -0.64697  -0.16
2 C -1.04222 0.23665 -0.30447  -0.48
3 C 0.31450 -0.09052 0.25777  -0.24
4 C 0.45466 -0.42278 1.55313  0.08
5 O 1.18180 -1.09170 -1.06206  -0.03
6 O -1.86903 0.74749 0.62177  0.12
7 O 1.72270 1.36721 -1.36526  0.21
8 O -1.34444 0.10302 -1.46429  0.13
9 H 0.83089 -1.10909 -1.97212  0.09
10 H -2.73901 0.87129 0.21192  0.14
11 H -0.40412 -0.41916 2.20380  0.07
12 H 1.41728 -0.68071 1.96678  0.07



Most stable: two. Least stable: one.



## one
C3H10Cl2Si2 | ωB97M-V/def2-TZVPD

Computed properties:
HOMO-LUMO gap ... 10.13 eV
Charge ... 0
SMILES ... C[Si](C)(Cl)[SiH2]CCl
Multiplicity ... 1
M ... 173.2 g/mol

Each line ends with the Löwdin charge.
CARTESIAN COORDINATES (ANGSTROEM)
1 C 2.35461 -0.54992 -1.29365  -0.23
2 Si 0.41316 -0.72212 -0.91794  0.12
3 C -0.55964 0.62676 -1.89078  -0.27
4 Cl -0.23612 -2.67819 -1.51604  0.18
5 Si 0.10041 -0.66541 1.42752  0.50
6 C -0.39051 1.03536 2.15634  -0.89
7 Cl -1.94234 1.58917 1.62856  0.49
8 H 2.68069 -0.57806 -2.24297  -0.04
9 H 2.62079 0.44859 -0.71388  0.07
10 H 2.72168 -1.30758 -0.64131  -0.01
11 H -0.11981 1.60187 -1.68807  0.01
12 H -0.74968 0.38271 -3.02489  0.07
13 H -1.59257 0.60375 -1.36911  0.03
14 H -1.10573 -1.41414 1.70871  -0.08
15 H 1.07077 -1.09367 2.73353  -0.01
16 H 0.33275 1.83665 1.98819  0.02
17 H -0.65274 0.69834 3.21703  0.03



## two
C3H10Cl2Si2 | ωB97M-V/def2-TZVPD

Computed properties:
HOMO-LUMO gap ... 7.95 eV
Charge ... 0
Multiplicity ... 1
M ... 173.2 g/mol

Each line ends with the Löwdin charge.
CARTESIAN COORDINATES (ANGSTROEM)
1 C 2.04783 -2.12278 1.05670  -0.41
2 C 2.32226 0.80070 1.34201  -0.34
3 C -3.25527 1.25697 -1.28009  -0.69
4 Si -1.57378 0.33958 -1.01910  0.13
5 Si 2.68604 -0.88505 2.34368  0.73
6 Cl -3.23217 2.12015 -2.91850  0.41
7 Cl -1.59573 -1.31425 -2.13188  0.29
8 H 1.36545 -1.76908 0.16763  0.03
9 H 2.77518 -2.89474 0.62192  0.03
10 H 1.33012 -2.87108 1.44806  0.00
11 H 1.88075 1.68118 1.91045  0.03
12 H 3.26893 1.18929 0.96466  0.00
13 H 1.71594 0.71424 0.53888  -0.08
14 H -3.59065 2.00106 -0.68329  -0.04
15 H -4.20624 0.68105 -1.38805  0.04
16 H -0.63078 1.44178 -1.21187  -0.05
17 H -1.30787 -0.36903 0.23877  -0.08



Most stable: one. Least stable: two.



## one
C2H3ClS | ωB97M-V/def2-TZVPD

Computed properties:
HOMO-LUMO gap ... 9.22 eV
Charge ... 0
Multiplicity ... 1
M ... 94.6 g/mol

Each line ends with the Löwdin charge.
CARTESIAN COORDINATES (ANGSTROEM)
1 C 0.02847 -0.66376 -0.85113  -0.55
2 C 0.82691 -1.68288 -0.12603  -0.42
3 S 1.48179 -1.34720 -1.55893  0.88
4 Cl -0.25420 2.01251 1.69168  0.33
5 H -0.93845 -0.91310 -1.26723  0.06
6 H 0.02289 0.26189 -0.38000  -0.04
7 H -1.16742 2.33254 2.49164  -0.26



## two
C2H3ClS | ωB97M-V/def2-TZVPD

Computed properties:
HOMO-LUMO gap ... 10.02 eV
Charge ... 0
SMILES ... Cl[C@@H]1CS1
Multiplicity ... 1
M ... 94.6 g/mol

Each line ends with the Löwdin charge.
CARTESIAN COORDINATES (ANGSTROEM)
1 Cl -2.54256 -0.24564 -0.08723  0.48
2 C -0.88382 0.38953 -0.53540  -1.06
3 C 0.21664 0.18700 0.45810  -0.46
4 S -0.29726 1.95801 0.08467  0.73
5 H -0.69838 0.09937 -1.66181  0.11
6 H 0.17736 -0.06171 1.64572  0.13
7 H 1.30557 0.06922 0.15205  0.07



Most stable: two. Least stable: one.



## one
C9H8N2O | ωB97M-V/def2-TZVPD

Computed properties:
HOMO-LUMO gap ... 8.44 eV
Charge ... 0
Multiplicity ... 1
M ... 160.2 g/mol

Each line ends with the Löwdin charge.
CARTESIAN COORDINATES (ANGSTROEM)
1 C -3.64176 0.19255 0.00605  -0.09
2 C -1.98181 -0.18509 -0.19556  -0.31
3 C 0.66555 -0.80756 0.18135  -0.19
4 C 1.98441 -1.27226 0.05042  -0.04
5 C 3.05938 -0.37859 -0.07695  -0.07
6 C 2.89150 1.07674 -0.28954  -0.06
7 C 1.56709 1.60702 0.10075  0.04
8 C 0.44951 0.55947 0.17532  -0.06
9 C -1.00517 0.94965 -0.08334  -0.28
10 H -3.75638 1.39846 -0.56489  0.12
11 H -4.05327 -0.00205 1.33283  0.15
12 H -4.00062 -0.76478 -1.10576  0.16
13 H -0.27034 -2.60479 -0.00179  0.09
14 H 2.17755 -2.26673 0.05713  0.07
15 H 3.97900 -0.93921 0.23558  0.11
16 H 3.89095 1.55364 -0.18493  0.09
17 H 1.36187 2.77775 0.24863  0.15
18 N -1.65131 -1.37308 -0.02792  0.07
19 N -0.37994 -1.69639 0.04103  0.06
20 O -1.28621 2.17524 0.10157  -0.01



## two
C9H8N2O | ωB97M-V/def2-TZVPD

Computed properties:
HOMO-LUMO gap (alpha / beta) ... 6.84 / 8.43 eV
Charge ... 0
SMILES ... C/[N+]([O-])=C(/C#N)c1ccccc1
Multiplicity ... 1
M ... 160.2 g/mol

Each line ends with the Löwdin charge.
CARTESIAN COORDINATES (ANGSTROEM)
1 C -2.29117 1.86783 0.13661  -0.04
2 N -2.86122 0.57888 -0.14317  -0.22
3 O -4.07062 0.41761 -0.28209  0.01
4 C -1.85193 -0.79274 0.00721  -0.02
5 C -2.67721 -1.89014 0.13741  -0.24
6 N -3.37558 -2.79090 0.30068  0.19
7 C -0.44154 -0.81317 -0.07372  -0.21
8 C 0.17704 -2.01668 0.32842  -0.02
9 C 1.54182 -2.16606 0.25285  -0.07
10 C 2.33624 -1.13015 -0.22069  -0.08
11 C 1.74180 0.05138 -0.63279  -0.08
12 C 0.37202 0.21621 -0.56599  -0.03
13 H -1.44200 1.77325 0.81128  0.09
14 H -1.97089 2.34723 -0.79121  0.09
15 H -3.06644 2.48968 0.58942  0.10
16 H -0.44121 -2.82414 0.69101  0.11
17 H 1.99372 -3.09736 0.55889  0.11
18 H 3.40719 -1.25221 -0.27651  0.10
19 H 2.35130 0.85266 -1.02170  0.11
20 H -0.06369 1.12605 -0.94409  0.09



Most stable: two. Least stable: one.



## one
C2HNO2 | ωB97M-V/def2-TZVPD

Computed properties:
HOMO-LUMO gap ... 11.23 eV
Charge ... 0
SMILES ... O=C=NC=O
Multiplicity ... 1
M ... 71.0 g/mol

Each line ends with the Löwdin charge.
CARTESIAN COORDINATES (ANGSTROEM)
1 O -0.83699 2.06420 0.49890  0.27
2 C -0.23358 1.15021 0.18017  -0.30
3 N 0.64948 0.45578 -0.26759  0.17
4 C 0.34070 -0.84497 -0.14474  -0.34
5 O -0.53281 -1.12836 0.64768  0.03
6 H 0.61321 -1.69686 -0.91441  0.17



## two
C2HNO2 | ωB97M-V/def2-TZVPD

Computed properties:
HOMO-LUMO gap ... 11.01 eV
Charge ... 0
SMILES ... O=C1C=NO1
Multiplicity ... 1
M ... 71.0 g/mol

Each line ends with the Löwdin charge.
CARTESIAN COORDINATES (ANGSTROEM)
1 O 0.84691 1.23737 -1.18172  0.18
2 C 0.51702 0.44181 -0.37615  -0.49
3 C -0.73776 -0.22019 0.13322  -0.02
4 N -0.09144 -0.94234 0.96571  0.20
5 O 1.26576 -0.29850 0.49925  0.02
6 H -1.80050 -0.21816 -0.04031  0.12



Most stable: one. Least stable: two.



## one
FH5S2Si2 | ωB97M-V/def2-TZVPD

Computed properties:
HOMO-LUMO gap ... 8.47 eV
Charge ... 0
Multiplicity ... 1
M ... 144.3 g/mol

Each line ends with the Löwdin charge.
CARTESIAN COORDINATES (ANGSTROEM)
1 F 0.48591 -0.49388 0.60335  -0.56
2 Si -0.55518 -1.39650 1.77961  0.71
3 Si 0.29138 1.08222 -1.46742  0.20
4 S 0.77466 -0.82284 -2.41976  0.27
5 S -1.66206 1.41656 -2.64329  0.18
6 H -0.60895 -0.70221 3.16536  -0.05
7 H -1.46845 -0.98635 0.79831  -0.10
8 H -0.25106 -2.81516 1.43688  -0.07
9 H -0.24534 -1.05115 -3.11613  -0.30
10 H -1.71350 2.72297 -2.46783  -0.28



## two
FH5S2Si2 | ωB97M-V/def2-TZVPD

Computed properties:
HOMO-LUMO gap ... 9.05 eV
Charge ... 0
SMILES ... F[Si]([SiH3])=S.S
Multiplicity ... 1
M ... 144.3 g/mol

Each line ends with the Löwdin charge.
CARTESIAN COORDINATES (ANGSTROEM)
1 F -3.34655 -1.09702 0.23512  -0.28
2 Si -2.07521 -0.18906 -0.09231  -0.05
3 Si -0.25783 -1.74387 0.25434  0.53
4 S -2.48954 1.66397 -0.49743  0.18
5 H -0.59671 -3.13072 0.60660  -0.10
6 H 0.35465 -1.67979 -1.04668  -0.12
7 H 0.51966 -1.24850 1.26967  -0.15
8 S 2.62748 1.85491 -0.19265  0.46
9 H 3.33960 2.85677 0.36597  -0.22
10 H 1.92443 2.71332 -0.90263  -0.24



Most stable: two. Least stable: one.



## one
C5H15NOS | ωB97M-V/def2-TZVPD

Computed properties:
HOMO-LUMO gap ... 9.79 eV
Charge ... 0
SMILES ... CNCCCCS.O
Multiplicity ... 1
M ... 137.2 g/mol

Each line ends with the Löwdin charge.
CARTESIAN COORDINATES (ANGSTROEM)
1 C -0.57100 2.74205 -0.10538  -0.13
2 N -0.59816 1.45584 -0.80108  -0.15
3 C -0.60775 0.29673 0.11256  -0.23
4 C 0.74319 -0.42447 0.20560  -0.20
5 C 1.04015 -1.01171 1.59964  -0.28
6 C 0.31567 -2.31886 1.88831  -0.60
7 S 0.93922 -3.78707 1.06171  0.71
8 H -1.54648 2.94070 0.32557  0.08
9 H 0.19733 2.80886 0.67041  0.08
10 H -0.34786 3.51843 -0.82572  0.07
11 H 0.20120 1.38232 -1.41730  0.09
12 H -0.99121 0.60536 1.08883  0.11
13 H -1.33427 -0.39419 -0.33067  0.11
14 H 1.54616 0.27294 -0.06151  0.11
15 H 0.78526 -1.24642 -0.51074  0.08
16 H 2.10709 -1.15897 1.69291  0.10
17 H 0.72649 -0.28779 2.35838  0.11
18 H -0.73144 -2.18149 1.62122  0.07
19 H 0.32808 -2.51340 2.95518  0.07
20 H 0.77782 -3.33968 -0.19031  -0.16
21 O -1.06549 1.06440 -4.13154  -0.08
22 H -0.62172 0.21302 -3.97221  0.03
23 H -1.29228 1.36340 -3.23385  0.01



## two
C5H15NOS | ωB97M-V/def2-TZVPD

Computed properties:
HOMO-LUMO gap ... 9.19 eV
Charge ... 0
SMILES ... CCCNCCS.O
Multiplicity ... 1
M ... 137.2 g/mol

Each line ends with the Löwdin charge.
CARTESIAN COORDINATES (ANGSTROEM)
1 C -2.42910 0.78443 -0.52489  -0.12
2 C -1.60495 0.32886 -1.73080  -0.26
3 C -0.15886 0.82980 -1.63469  -0.22
4 N 0.76826 -0.24150 -2.14438  -0.08
5 C 1.74071 -0.62023 -1.13634  -0.30
6 C 1.21087 -1.43024 0.08293  -0.59
7 S 2.13480 -2.83930 0.77193  0.69
8 H -2.14677 0.27920 0.40523  0.07
9 H -2.18555 1.86692 -0.43360  0.08
10 H -3.48989 0.73865 -0.77064  0.07
11 H -1.65811 -0.76055 -1.70792  0.10
12 H -2.04845 0.83040 -2.59450  0.11
13 H 0.16679 1.12525 -0.63770  0.10
14 H -0.05997 1.74146 -2.22319  0.10
15 H 0.27993 -0.96072 -2.64307  0.09
16 H 2.28308 0.20609 -0.69000  0.11
17 H 2.48396 -1.24851 -1.64437  0.10
18 H 0.86509 -0.75814 0.87783  0.06
19 H 0.23205 -1.82151 -0.25159  0.06
20 H 2.34616 -2.09026 1.85557  -0.16
21 O -2.98287 4.87890 4.11030  -0.06
22 H -2.42923 5.21022 3.41193  0.02
23 H -2.35831 4.62627 4.80793  0.04



Most stable: one. Least stable: two.